{
  "formula": "C19H24F5INO15",
  "method": "ωB97M-V/def2-TZVPD",
  "symbols": ["H", "C", "H", "H", "F", "H", "C", "H", "H", "N", "H", "O", "C", "H", "C", "C", "H", "H", "H", "C", "H", "I", "C", "O", "O", "H", "C", "F", "O", "C", "H", "O", "F", "F", "H", "H", "H", "F", "H", "O", "H", "H", "C", "O", "C", "C", "C", "C", "O", "O", "H", "O", "O", "H", "C", "O", "O", "H", "C", "C", "O", "O", "C", "H", "C"],
  "positions_angstrom": [[-2.353682, -1.711070, 1.356839], [-1.067915, -5.084103, -0.749009], [-1.571288, -0.311400, -2.066100], [-3.584173, 1.528251, 5.591056], [0.961574, 6.474630, 4.789392], [2.741716, 2.253794, -3.459883], [-2.715872, 1.568055, 4.926450], [5.095434, -3.170740, -3.344491], [-0.073628, 6.586964, 3.089848], [-1.385003, -1.788349, 1.074365], [0.241258, 4.083464, 4.824274], [0.136485, -4.911718, -1.495982], [-0.570917, -5.003702, 0.682218], [-0.564646, -3.985332, 1.087899], [0.935947, 0.225544, -3.808444], [3.921778, -0.619501, -3.326303], [-0.026072, 2.744793, -4.682991], [-1.476557, -6.078627, -0.946746], [3.288050, -3.177093, -1.642420], [-0.175600, 4.548226, 3.927766], [-0.422056, -2.115546, -0.767438], [1.498407, -1.073370, 1.437027], [-1.505678, -0.242138, -0.970382], [-2.781516, 2.768311, 4.179593], [-3.420471, 1.161753, 2.795075], [2.100089, -2.671384, -2.879545], [-2.685491, 0.504308, 3.849936], [3.640916, -3.703084, -4.592315], [4.239685, -1.550135, -4.262157], [0.523634, 5.863871, 3.650987], [-3.224340, 1.153498, -1.101436], [3.397735, -1.198234, -2.242897], [-1.599555, 1.593679, 5.702277], [1.268661, 3.380460, -2.682238], [1.528731, 2.714243, -5.575003], [-2.429421, 1.079134, 0.473550], [-1.253751, 4.623134, 4.014091], [-1.257151, -5.830364, 1.516448], [-3.493696, -0.235005, -0.038894], [1.626395, 5.475384, 2.876908], [-3.191674, -0.418350, 4.118181], [-1.782774, -4.310021, -1.009949], [1.182077, -5.250442, -0.709145], [1.958248, 3.818881, 1.383195], [-0.629480, -0.841761, 1.934285], [-3.344024, 2.482548, 2.962870], [-1.353403, -1.665223, -0.394170], [0.955758, 2.273371, -4.764302], [1.227044, 1.098235, -2.824293], [0.814731, -0.947224, -3.683475], [-0.774100, 0.193125, 1.540438], [0.762758, -5.479276, 0.555505], [0.185927, 3.778912, 2.782704], [-1.668939, 0.264685, 3.496622], [1.320511, 4.286829, 2.254060], [4.060491, 0.557078, -3.450673], [2.304584, -5.342071, -1.083715], [-2.190081, -2.274463, -0.787271], [4.107236, -2.831409, -3.663574], [3.129347, -2.573538, -2.530447], [0.819536, 0.873563, -4.996092], [-3.721481, 3.317638, 2.211310], [-2.736916, 0.480750, -0.385260], [-0.597185, 0.328369, -0.751655], [1.653792, 2.309193, -3.416473]],
  "forces_ev_per_angstrom": [[0.0, -0.1, 0.3], [-0.1, -0.1, 0.1], [0.0, -0.1, 0.2], [0.1, 0.0, 0.1], [0.0, -0.1, 0.0], [-0.1, 0.4, 0.0], [-0.1, 0.0, 0.0], [0.0, -0.1, -0.1], [0.0, 0.1, 0.1], [0.2, 0.1, -0.2], [0.0, 0.0, 0.0], [0.1, 0.0, -0.1], [0.1, 0.5, 0.0], [-0.1, -0.1, 0.1], [0.0, 0.3, -0.1], [-0.6, -0.2, 0.4], [0.0, 0.0, 0.0], [0.0, 0.0, 0.0], [0.1, 0.1, 0.0], [0.0, 0.1, 0.1], [-0.1, 0.2, 0.0], [0.2, -0.2, 0.0], [-0.1, -0.1, 0.1], [-0.2, 0.0, 0.1], [-0.1, -0.1, -0.1], [0.1, 0.0, 0.0], [0.1, 0.2, 0.2], [-0.1, 0.1, 0.0], [0.3, 0.1, 0.0], [-0.1, 0.0, 0.0], [0.2, -0.1, 0.1], [0.1, 0.1, 0.0], [0.0, 0.0, -0.1], [-0.2, -0.2, 0.1], [0.0, 0.0, 0.0], [-0.2, -0.1, -0.1], [0.0, -0.1, -0.1], [0.0, -0.1, -0.1], [0.1, 0.1, -0.1], [0.0, 0.1, -0.1], [-0.1, 0.0, 0.0], [0.1, 0.0, 0.0], [-0.3, -0.1, 0.2], [0.1, -0.1, -0.2], [-0.6, 0.1, -0.2], [0.2, -0.1, 0.3], [-0.1, 0.3, -0.1], [0.1, 0.0, 0.0], [-0.2, 0.0, 0.2], [-0.1, -0.1, 0.0], [0.3, -0.3, -0.1], [0.2, 0.0, 0.0], [0.0, -0.1, 0.0], [0.0, -0.2, 0.0], [-0.1, 0.1, 0.2], [0.4, 0.1, -0.4], [0.2, 0.0, -0.1], [0.2, 0.1, 0.1], [-0.1, -0.1, 0.1], [0.0, -0.2, 0.0], [-0.1, 0.0, 0.0], [-0.1, 0.2, -0.2], [0.2, 0.0, -0.2], [-0.1, 0.0, 0.0], [0.4, 0.0, -0.2]],
  "lumo_ev": 2.54,
  "de_lowest_kj_mol": 0.0,
  "gap_ev": 5.578,
  "total_charge": -1
}